Here is a structure of composition C45H46LuN8O6S from OMol25. Energies are from wB97M-V/def2-TZVPD.

```
107
C45H46LuN8O6S, DFT wB97M-V/def2-TZVPD
Lu 0.2932 0.3492 0.5593
C -3.7657 0.3425 0.1145
C -3.8762 -0.4100 1.2535
C -2.9646 -1.3913 1.5619
C -1.8588 -1.5623 0.7479
N -1.6300 -0.6432 -0.2191
C -2.5689 0.2834 -0.5466
C -0.9201 -2.6299 0.9516
C -0.7007 -3.6878 0.0858
C 0.2044 -4.7092 0.3765
C 0.9908 -4.5605 1.4977
C 0.7886 -3.4722 2.3845
N -0.1546 -2.5372 2.0502
C 1.3431 -3.3781 3.6668
C 1.0995 -4.4905 4.5040
C 1.6377 -4.5664 5.7264
C 2.5005 -3.4990 6.2160
C 2.7608 -2.4577 5.3881
N 2.2325 -2.4020 4.0951
H -4.5861 0.8906 -0.3405
H -4.7890 -0.3263 1.7850
H -3.0779 -1.9749 2.4824
H -2.2785 0.9861 -1.3419
H -1.2790 -3.6596 -0.8659
H 0.3074 -5.6106 -0.2649
H 1.6411 -5.3876 1.7866
H 0.4920 -5.3580 4.1244
H 1.4828 -5.3728 6.4024
H 2.7670 -3.4407 7.2684
H 3.4955 -1.7277 5.6469
N -0.1121 -0.0252 3.1011
C 0.5045 0.3600 4.3610
C -0.2731 0.6567 5.4663
C 0.2396 1.4797 6.4415
C 1.6020 1.8914 6.4534
C 2.4294 1.4367 5.3973
C 1.9043 0.5855 4.4088
C 2.8068 -0.0994 3.4028
C 3.6437 0.7679 2.6717
C 4.5445 0.2362 1.7418
C 4.5225 -1.1434 1.4327
C 3.6967 -2.0149 2.1877
C 2.8911 -1.4779 3.2067
H -0.1097 -1.0612 2.9458
H -1.1109 0.1779 3.1589
H -1.3034 0.3669 5.4990
H -0.4927 1.8032 7.2689
H 2.0965 2.4428 7.2614
H 3.4390 1.7987 5.3292
H 3.6371 1.8393 2.8892
H 5.2115 0.9124 1.2213
H 4.9966 -1.5261 0.5494
H 3.7084 -3.0854 2.0295
O 2.9485 -2.9657 -0.9264
C 1.9458 -2.1022 -1.2885
O 1.5671 -1.1938 -0.4980
C 1.2782 -2.5013 -2.5784
N 1.8534 -3.8067 -3.0821
C 1.8229 -3.7568 -4.5625
C 1.5332 -2.3048 -4.9476
C 1.6522 -1.4285 -3.6904
H 0.1923 -2.5385 -2.4631
H 1.3041 -4.5762 -2.7462
H 2.9149 -3.6110 -1.7170
H 1.0108 -4.4395 -4.8524
H 2.7866 -4.1223 -4.8775
H 0.5425 -2.1322 -5.4034
H 2.2179 -1.9768 -5.7199
H 0.9237 -0.6098 -3.6325
H 2.6321 -1.0130 -3.4952
C -5.4417 1.5721 -7.0899
C -4.6447 2.3610 -6.0853
C -5.0047 2.4354 -4.7175
C -4.2051 3.1327 -3.8167
C -2.9782 3.6308 -4.2395
C -2.5466 3.5012 -5.5245
C -3.4368 2.9255 -6.4574
S -1.9176 4.4123 -3.0176
O -2.0429 5.8496 -3.1525
O -2.2964 3.7851 -1.7635
N -0.2753 4.1966 -3.3695
C 0.6006 3.0374 -3.4974
C 1.6140 2.8752 -2.3284
C 1.1006 2.0717 -1.1820
O 1.7584 1.8858 -0.0659
O -0.0394 1.4553 -1.3283
H -5.5936 2.1707 -8.0008
H -6.4607 1.3169 -6.6469
H -4.9563 0.6748 -7.4044
H -5.8854 1.9620 -4.3035
H -4.5618 3.3802 -2.7541
H -1.6560 3.9376 -5.8754
H -3.1014 2.7971 -7.5085
H -0.0139 5.1504 -3.7107
H 1.0043 3.0482 -4.5237
H -0.0128 2.1206 -3.5071
H 2.0239 3.8664 -1.9857
H 2.5750 2.4248 -2.6189
N -1.8784 4.2743 1.5679
C -0.8493 4.4370 2.5475
C -0.1841 3.2677 2.5527
N -0.8219 2.3261 1.7026
C -1.8575 3.0009 1.0801
H -2.4498 5.0010 1.2715
H -0.7768 5.4029 3.0674
H 0.6628 2.9774 3.1523
H -2.6360 2.4960 0.4918
```

Results
* frontier orbital gap (alpha / beta): 0.10686 / 0.14381 Ha
* total charge: +1
* F_max: 3.517 eV Å⁻¹
* relative energy (zero: lowest compared OMol25 entry of this formula, charge and spin): 109.4 kcal per mole

These are the Löwdin partial charges, in e, on atoms 1 to 5: 1.836, -0.084, -0.053, 0.004, -0.290

=====

Here is a cluster of 3 separate species, C45H46N5O7 in total from OMol25. Energies are from wB97M-V/def2-TZVPD.

```
103
C45H46N5O7, DFT wB97M-V/def2-TZVPD
C 1.0176 -2.0623 4.3739
C -0.4810 -1.8135 4.3558
O -1.1649 -2.1179 5.3040
O -0.9831 -1.1899 3.2349
C -1.9224 -2.0031 2.5107
C -1.7218 -1.8896 1.0045
C -0.5794 -2.7472 0.4540
N 0.7802 -2.4182 0.9754
C 1.7494 -3.5300 0.7778
C 1.4063 -4.7969 1.5760
C 2.4225 -5.1151 2.6506
N 2.3967 -6.4841 3.1062
O 3.1784 -4.2930 3.1191
C 1.2668 -1.3015 0.4165
N 2.3347 -1.2891 -0.4017
N 0.6646 -0.0696 0.7372
C 1.6767 0.8246 1.4033
C 0.9780 1.4080 2.6326
C 1.9220 2.2482 3.5286
C 1.8339 1.8360 5.0102
N 2.9772 1.0565 5.4713
C 2.8513 0.2390 6.5434
C 4.0201 -0.3994 6.7558
C 4.9074 0.0780 5.7632
C 4.2493 0.9724 5.0033
H 1.5177 -1.1491 4.7017
H 1.3814 -2.2886 3.3730
H 1.2630 -2.9039 5.0118
H -2.9150 -1.6023 2.7275
H -1.9063 -3.0354 2.8688
H -2.6280 -2.2882 0.5379
H -1.6676 -0.8469 0.7080
H -0.8558 -3.7756 0.6733
H -0.5509 -2.6915 -0.6404
H 1.8004 -3.7647 -0.2893
H 2.7203 -3.1925 1.1394
H 0.4319 -4.6835 2.0624
H 1.2970 -5.6280 0.8839
H 3.3644 -6.7294 3.2857
H 1.8630 -6.4873 3.9703
H 2.2416 -0.7777 -1.2701
H 3.2483 -1.6571 -0.1915
H 0.2601 0.3822 -0.0799
H 2.0711 1.5864 0.7273
H 2.5149 0.2162 1.7505
H 0.0699 1.9259 2.3248
H 0.6610 0.5469 3.2154
H 2.9301 2.1740 3.1281
H 1.5758 3.2797 3.4886
H 1.6725 2.7176 5.6329
H 0.9581 1.2013 5.1529
H 1.9161 0.1864 7.0746
H 4.2021 -1.1290 7.5230
H 5.9358 -0.2172 5.6439
H 4.5939 1.5414 4.1614
C -8.1500 -3.0641 -5.7400
C -7.0815 -2.4517 -6.3870
C -6.1582 -1.7174 -5.6622
C -6.3052 -1.5822 -4.2872
C -7.3918 -2.1788 -3.6408
C -8.3055 -2.9279 -4.3707
C -7.5947 -2.0081 -2.1763
O -8.5319 -2.5281 -1.6106
C -6.6189 -1.1736 -1.4181
C -6.8190 -0.9550 -0.0599
C -5.9132 -0.1932 0.6593
C -4.7988 0.3477 0.0242
C -4.5987 0.1368 -1.3292
C -5.5107 -0.6164 -2.0568
C -5.2968 -0.8058 -3.5191
O -4.3212 -0.3317 -4.0666
H -8.8652 -3.6445 -6.3077
H -6.9694 -2.5500 -7.4587
H -5.3248 -1.2454 -6.1640
H -9.1389 -3.3994 -3.8683
H -7.6843 -1.3783 0.4318
H -6.0726 -0.0205 1.7159
H -4.0873 0.9388 0.5880
H -3.7354 0.5608 -1.8248
C 0.1920 4.2589 -5.6907
C 0.7176 5.4713 -6.1250
C 1.9252 5.9268 -5.6220
C 2.6080 5.1775 -4.6739
C 2.0698 3.9702 -4.2204
C 0.8653 3.5105 -4.7405
C 2.7620 3.1790 -3.1727
O 2.2949 2.1267 -2.7715
C 4.0335 3.7025 -2.6060
C 4.6689 3.0008 -1.5860
C 5.8575 3.4752 -1.0580
C 6.4238 4.6461 -1.5518
C 5.7944 5.3492 -2.5644
C 4.5946 4.8859 -3.0882
C 3.9125 5.6723 -4.1546
O 4.4063 6.6916 -4.5833
H -0.7472 3.9015 -6.0917
H 0.1839 6.0604 -6.8590
H 2.3364 6.8670 -5.9631
H 0.4541 2.5704 -4.3995
H 4.2352 2.0879 -1.2011
H 6.3491 2.9318 -0.2613
H 7.3567 5.0106 -1.1425
H 6.2320 6.2613 -2.9466
```

Results
* frontier orbital gap: 0.22548 Ha
* total charge: +1
* F_max: 2.056 eV Å⁻¹

These are the Löwdin partial charges, in e, on atoms 1 to 5: 0.042, -0.495, 0.134, -0.049, -0.150